[1]
Computed, not measured: a cluster of 5 separate species, C17H40I2NO16P4 in total, with ωB97M-V with the def2-TZVPD basis set.

Calculated values
E: -3891.28865 a.u.
Total charge: +1
Multiplicity: 1

Element x y z (Å)
O -7.23363 0.95633 1.30855
H -0.74684 2.80401 -0.85484
H 4.39412 0.71318 -4.61414
H -9.12738 -0.46294 0.10307
C 3.84451 1.07585 -3.75031
C -9.79749 2.43309 2.46277
H -4.10998 2.19327 -1.68492
P -8.01769 0.57805 2.48895
C -0.64686 -2.55472 0.00149
H 4.16445 -2.19235 0.07691
O -7.18765 0.01632 3.70874
H -5.77182 -0.85557 2.47304
H -10.06206 3.31487 3.03695
C 4.81730 3.48716 -0.94284
H -1.23653 0.75901 -0.01046
O 7.74920 -4.72732 1.59886
H -4.32248 6.22317 -2.59626
H -0.67251 1.94674 -2.42538
H -10.68247 1.81317 2.32123
C -4.27111 2.50993 -2.71485
I 0.85610 -3.98065 0.20173
H 6.56788 -1.58494 2.04872
C -1.41549 -0.30065 -0.07090
H -3.59923 7.19968 -3.88752
H 3.66935 2.14521 -3.85766
H 5.40241 3.61447 -1.85345
O 4.53530 -0.22680 -0.32176
C -2.70405 -0.76383 -0.29539
C -0.37538 -1.20550 0.07303
H 5.21003 4.13708 -0.16796
C -2.92574 -2.12357 -0.35376
C 10.52854 -4.93020 2.86479
I -4.82409 -2.91856 -0.65881
O -8.81273 1.71388 3.22052
O 8.35926 -2.30538 1.26155
H -5.11714 3.19435 -2.74977
N -1.90540 -2.98850 -0.20965
O -2.48833 5.57378 -3.35540
H 6.82756 -5.54996 3.27978
H -8.25890 -1.84624 0.81067
H -4.34138 5.63711 -4.28576
C -6.27879 -1.04149 3.42294
C 3.97211 -1.47281 -0.71473
H 6.46986 -2.31693 0.42119
O 2.59791 1.24915 -1.12823
H 2.89283 -1.38136 -0.85747
H 10.19257 -4.90968 3.90171
O 4.94313 2.13618 -0.47126
H 6.36346 -6.21673 1.70100
H 5.75879 -4.62195 2.20569
O 10.00971 -3.80704 2.14011
H -10.03323 -1.78777 0.86252
O 4.65741 0.81106 -2.59326
O -9.11753 -0.54124 2.18788
H -4.48710 1.64289 -3.33562
C 6.60812 -5.30571 2.24256
H 4.43324 -1.82525 -1.63850
P -2.40232 4.31255 -2.42221
C -3.77135 6.18735 -3.53634
H 7.21899 -0.72424 0.64449
C 7.07571 -1.70337 1.08987
H 2.89154 0.55489 -3.68180
H -9.39451 2.73867 1.49711
P 8.48025 -3.48589 2.29923
O -3.09423 3.12827 -3.25010
H 3.77324 3.74053 -1.12803
H -5.54081 -1.07511 4.21943
C -9.12605 -1.19143 0.91144
H 10.21450 -5.85857 2.38739
H -3.52560 -0.08182 -0.42114
H 0.71225 2.89731 -1.85693
P 4.05082 1.03333 -1.13831
H 0.62670 -0.85555 0.24248
O 7.99025 -3.21571 3.65125
H -2.06948 -3.98569 -0.25845
H -6.80752 -1.99573 3.38069
O -2.93446 4.45311 -1.06608
H 11.61104 -4.85811 2.83676
O -0.86145 4.00796 -2.54729
C -0.37157 2.84397 -1.87957


[2]
Computed, not measured: the molecule C26H33N3O4S, with ωB97M-V with the def2-TZVPD basis set.

Calculated values
Structure (SMILES): CC(C)c1ccc(NC(=O)C2CCN(S(=O)(=O)c3ccc4c(c3)C(C)(C)C(=O)N4C)CC2)cc1
Total charge: 0
Relative energy (zero: lowest compared OMol25 entry of this formula, charge and spin): 18.2 kJ/mol
Multiplicity: 1

Element x y z (Å)
C 0.79574 -1.13303 2.27182
C -2.81397 -0.14116 0.26988
O -0.83212 0.89994 -2.11816
H 0.40921 -0.61861 4.33745
H 1.85780 0.68671 2.74629
H -0.04243 2.42554 0.61586
H 1.88966 2.11210 -1.12237
H 2.57982 -4.97543 -1.66749
O -4.59957 2.09295 1.06911
O 1.93410 -3.19585 1.56554
C 1.36534 -1.00528 -2.11311
C 3.48170 -4.68055 -1.13574
C 0.56809 -1.51325 3.74065
C 3.40871 -2.25831 -1.77269
C 1.96263 0.13553 -1.59060
H 2.14194 0.08472 1.10211
H -2.80238 1.93814 -1.15221
H 2.89532 -0.72461 2.47570
H -1.72301 4.65803 -1.98710
H -2.47094 -2.02286 -0.70741
H 0.72170 3.99502 0.33932
C 3.28979 0.07352 -1.17249
C 2.09216 -2.17723 -2.20842
H -3.75759 0.05329 -0.21398
H -1.79506 3.17368 -2.94519
S -3.23137 2.31302 1.42843
N 1.30029 1.36534 -1.46467
C -1.16416 0.56815 1.89640
C 1.01069 -2.42211 1.46992
C -2.33681 0.77927 1.18322
H 0.34218 -0.96107 -2.44701
H 1.43768 -2.04650 4.11737
C -0.92647 -1.50799 0.70306
C 3.99470 -1.11041 -1.25556
H 3.76971 0.95973 -0.77788
H -1.36230 4.11582 1.76270
C -1.66430 3.57013 -1.93753
H -0.30504 -2.15505 3.83819
C 4.19435 -3.54119 -1.86651
H 3.51190 -4.07657 -3.85453
H 0.62385 -4.36648 -0.10405
N -0.05499 -2.57849 0.62539
H -1.14208 -4.28378 0.11186
H 5.01900 -1.13956 -0.91360
N -2.61554 3.40193 0.33114
H -0.37340 -3.43252 -1.24941
H 4.98271 -3.10364 -3.83653
H -3.75529 3.41045 -1.40306
H -0.85832 1.29411 2.63365
C -2.10668 -1.30632 0.01009
C -0.25488 -3.73235 -0.20840
C 0.00117 1.68209 -1.71879
H 3.21171 -4.36982 -0.12899
H 1.62026 -3.04770 -2.63808
C 4.44977 -3.90637 -3.33113
H 4.13425 -5.54826 -1.06997
C -1.39657 4.08494 0.67295
O -2.92662 2.82081 2.73648
H 0.46830 3.75117 -1.94611
H 5.04803 -4.81258 -3.39340
C -2.78797 3.02754 -1.06250
C -0.15582 3.38744 0.11035
C -0.28434 3.15679 -1.41555
H 5.16257 -3.37942 -1.38064
C -0.45977 -0.58747 1.65286
C 2.00110 -0.20488 2.14027
H -1.45280 5.11402 0.30253


[3]
Computed, not measured: a structure of composition C23H26MoN6O8S2, with ωB97M-V with the def2-TZVPD basis set.

Calculated values
<S²>: 2.017
Total charge: 0
Relative energy (zero: lowest compared OMol25 entry of this formula, charge and spin): 42.4 kJ/mol
Multiplicity: 3

Element x y z (Å)
C -3.46376 1.03031 -2.19259
H -0.00992 -1.64953 6.35507
H -5.26543 2.13308 -2.68924
O -1.59288 -0.41727 -1.82243
H -1.21560 -4.82022 2.71534
H -1.13404 -3.73622 6.36176
C -2.99541 2.04340 -1.31302
H 3.76260 3.51210 -1.07507
H 2.29553 -3.64687 -3.76767
C -4.44089 -0.91722 -3.93786
H -2.68080 -2.03264 -3.47432
C 0.55741 -3.45897 -1.73000
H 0.76299 2.17987 4.60607
H -2.87943 -0.72471 2.98613
H 0.37055 -4.63334 6.10059
N 2.98305 3.28054 -1.66720
N 0.91955 -2.16448 4.53248
C -0.93059 1.00859 5.17167
O -1.36343 0.15974 1.15546
N 1.93131 2.56188 0.20189
C 0.59271 -2.45018 5.91375
C -2.09583 -0.08252 3.36126
C 2.62525 -2.89055 -3.05649
O -1.90382 2.00852 -0.70415
H 1.14788 -4.13607 -1.11441
O 0.90053 -0.70862 -0.64276
S 0.21898 -2.70078 2.01030
H -0.24592 -3.05666 -1.11055
C -5.15991 0.26739 -3.70045
H -0.17394 -1.34961 -2.82207
H 1.31111 -1.29410 4.21720
H 3.11670 -2.08805 -3.60370
O 2.98672 -1.46565 -0.63378
H -2.67104 -0.23705 5.40073
N 0.84026 1.88285 0.73245
C -1.96310 0.18973 4.70159
H 1.61343 2.46901 2.49886
N -0.49651 -3.82495 4.36337
C 0.20747 -2.91416 3.65572
H -0.69598 -5.88357 4.04528
C 1.94656 2.61789 -1.09310
C -0.20793 -3.75852 5.78193
H -2.22258 -4.98287 4.17363
C -2.71440 -0.16748 -2.40024
H -0.83861 1.22496 6.22690
O -6.83478 -0.41967 -5.10679
H 3.34162 -3.32843 -2.36627
H -3.62528 2.92320 -1.14206
S 0.76390 1.97546 -2.20756
C -3.24968 -1.12925 -3.30659
H 0.12426 -4.01816 -2.55895
O 0.68428 -1.55263 -3.22156
C -0.15713 1.28723 2.88864
C 1.89495 -1.46224 -1.13080
C 1.42463 -2.34116 -2.30431
N -6.44022 0.47179 -4.38160
O -7.02798 1.51514 -4.17524
H 3.15410 3.14030 -2.64641
C -1.19831 -4.94319 3.79615
C 0.81080 1.90673 2.02558
H 1.49426 -2.58133 6.51373
C -0.04338 1.54270 4.26738
Mo -0.38714 0.67289 -0.49544
C -4.69428 1.22998 -2.84954
H -4.84697 -1.64648 -4.62365
C -1.19742 0.46022 2.42497


[4]
Computed, not measured: the ion C4H6N3 with charge +1, with ωB97M-V with the def2-TZVPD basis set.

Calculated values
Structure (SMILES): C[NH+]=C=NN1C=C1
Total charge: +1
Relative energy (zero: lowest compared OMol25 entry of this formula, charge and spin): 596.1 kJ/mol
Multiplicity: 1

Element x y z (Å)
C 0.79263 -2.35161 -1.75340
H -0.96288 -2.31645 -0.29747
H -0.48535 2.92857 1.53987
N 1.29768 -1.52343 -0.55859
C 0.02100 -2.25408 -0.72937
N 0.95262 -0.21606 -0.59125
C -0.36790 1.87223 1.55896
N -0.65819 1.44682 0.17724
H -1.21363 1.33442 2.23165
H -1.45609 1.71561 -0.37593
H 0.69858 1.57809 1.71670
C 0.08887 0.57312 -0.35534
H 1.29266 -2.78723 -2.56307


> Number 1 is which compound?

C17H40I2NO16P4